{
  "formula": "C21H42N5O7",
  "method": "wB97M-V/def2-TZVPD",
  "symbols": ["C", "H", "H", "H", "C", "H", "N", "O", "C", "C", "C", "N", "H", "N", "H", "N", "C", "H", "H", "C", "H", "H", "H", "H", "H", "O", "H", "O", "O", "C", "C", "H", "H", "H", "H", "H", "H", "C", "O", "C", "H", "H", "H", "C", "C", "H", "H", "C", "H", "N", "H", "H", "H", "O", "H", "C", "H", "H", "C", "H", "H", "H", "C", "H", "H", "C", "H", "O", "C", "H", "H", "C", "C", "H", "H"],
  "xyz": [[1.104, 1.968, -1.128], [-0.976, 0.778, 2.200], [3.880, -4.004, 1.475], [1.516, -0.924, 2.104], [3.724, 0.120, -3.183], [-6.232, -0.836, 0.709], [3.839, -1.548, 2.870], [-1.878, -0.791, -0.739], [2.931, 1.321, -2.700], [2.492, -3.502, -0.078], [-3.838, 1.064, 1.667], [0.593, -1.253, -2.366], [-4.381, -1.624, 2.555], [2.015, 0.912, -1.621], [-1.892, -1.056, 0.192], [4.040, 2.263, 0.167], [0.566, 1.560, 1.343], [2.240, -3.671, 2.045], [0.536, -3.373, -2.126], [2.739, 2.649, 0.703], [2.577, 0.617, -0.790], [-3.066, 2.357, -0.358], [2.347, 1.750, -3.518], [-0.275, -1.162, -1.838], [2.756, -4.363, -0.667], [-0.018, 0.615, 2.198], [4.540, 1.688, 0.836], [-5.823, -0.123, 1.216], [-2.490, 1.273, 1.292], [-2.359, 1.555, -0.086], [-4.435, -0.179, 0.986], [3.163, -1.824, 3.574], [-2.797, -1.344, 1.853], [-4.446, 1.939, 1.411], [2.359, 1.466, 2.507], [4.173, -1.625, 0.839], [0.526, 2.349, -1.977], [-4.208, -0.063, -0.551], [-1.120, 2.119, -0.367], [2.097, 1.448, 1.442], [-6.152, -0.434, -2.397], [4.267, -0.331, -2.357], [3.618, 2.073, -2.311], [1.761, -2.523, -0.596], [2.168, -1.001, 1.228], [2.487, 3.637, -1.196], [4.602, 3.090, -0.005], [3.006, -3.372, 1.322], [-4.013, -2.315, 0.976], [-4.672, -1.271, -1.203], [-0.062, 0.325, -0.299], [1.442, 0.030, -1.937], [0.298, 2.574, 1.675], [2.666, 0.272, 0.877], [-5.600, -2.040, -2.885], [3.377, -1.896, 1.544], [2.811, 3.475, 1.428], [2.066, -2.700, -2.695], [-2.748, 0.307, -0.910], [-2.682, 0.559, -1.975], [0.345, -1.267, -3.351], [-3.838, 0.938, 2.750], [-5.276, -1.073, -2.508], [4.446, 0.431, -3.932], [-4.602, -0.616, -3.246], [1.857, 3.122, -0.472], [4.713, -2.016, 3.078], [1.372, -1.425, 0.135], [1.227, -2.527, -2.014], [1.110, 3.834, -0.123], [3.074, -0.627, -3.630], [-3.855, -1.453, 1.618], [0.086, 1.391, -0.119], [-3.903, -1.931, -1.283], [-4.848, 0.765, -0.879]],
  "atomic_forces_ev_per_a": [[-0.406, 0.512, 0.155], [0.097, 0.008, -0.051], [-0.022, 0.020, 0.075], [0.079, -0.015, -0.221], [-0.104, 0.156, 0.039], [0.045, -0.029, -0.031], [-0.020, 0.149, 0.139], [0.152, -0.379, 0.241], [0.281, 0.058, -0.338], [-0.053, 0.243, 0.136], [-0.686, -0.228, 0.130], [-0.319, -0.281, -0.192], [0.034, -0.005, 0.064], [0.234, -0.215, 0.253], [0.075, -0.025, -0.040], [0.304, 0.042, 0.144], [0.237, 0.072, -0.487], [0.045, -0.044, 0.095], [0.086, 0.136, -0.031], [-0.301, 0.120, -0.003], [-0.158, -0.038, -0.520], [0.043, -0.197, 0.116], [-0.054, 0.030, 0.090], [-0.052, 0.039, -0.104], [-0.013, -0.097, -0.253], [-0.174, -0.200, 0.285], [0.082, 0.018, -0.028], [-0.186, 0.086, 0.114], [0.412, -0.014, -0.097], [-0.244, 0.017, -0.615], [0.463, 0.116, -0.164], [0.068, -0.037, 0.020], [0.196, -0.046, 0.046], [0.047, -0.003, 0.004], [0.008, 0.023, -0.138], [-0.124, -0.081, -0.010], [0.100, -0.163, 0.034], [0.337, -0.068, 0.182], [0.040, -0.023, 0.190], [-0.292, 0.380, 0.482], [-0.042, -0.010, -0.090], [0.104, -0.103, 0.105], [-0.184, -0.027, -0.026], [0.182, -0.301, -0.094], [0.511, -0.041, 0.590], [-0.017, 0.118, 0.001], [-0.023, -0.041, 0.020], [-0.016, 0.387, -0.090], [0.023, -0.121, -0.010], [0.109, -0.097, 0.152], [0.058, 0.242, 0.045], [0.264, 0.489, 0.126], [0.105, -0.019, -0.099], [-0.086, -0.252, 0.156], [-0.055, 0.036, -0.109], [-0.232, -0.249, -0.264], [-0.062, -0.201, -0.086], [-0.115, -0.014, 0.068], [-0.456, 0.554, 0.069], [-0.057, 0.053, 0.114], [-0.034, -0.026, 0.061], [-0.075, 0.040, -0.038], [0.001, 0.032, -0.091], [0.070, 0.009, -0.065], [-0.047, 0.014, -0.038], [0.126, -0.154, 0.052], [-0.050, 0.064, 0.040], [-0.139, -0.268, -0.165], [0.035, -0.210, 0.044], [-0.052, 0.062, -0.053], [-0.047, -0.140, -0.060], [-0.217, 0.294, -0.198], [0.243, -0.185, 0.046], [-0.129, 0.067, 0.100], [0.051, -0.042, 0.072]],
  "nbo_charge": [-0.0496, 0.5074, 0.2299, 0.2071, -0.6199, 0.4871, -0.8315, -0.7491, -0.2198, -0.2751, -0.0852, -0.8446, 0.2451, -0.6437, 0.4920, -0.8610, 0.0465, 0.2142, 0.2085, -0.0608, 0.4837, 0.1776, 0.2032, 0.4158, 0.2255, -0.7454, 0.3833, -0.7148, -0.5778, 0.3797, 0.2293, 0.3598, 0.1903, 0.1934, 0.2164, 0.2001, 0.2358, -0.0900, -0.5303, 0.0851, 0.2007, 0.2181, 0.2311, 0.3005, 0.3780, 0.2250, 0.3736, -0.4564, 0.2271, -0.6446, 0.2399, 0.4655, 0.1952, -0.5731, 0.2135, -0.0641, 0.2006, 0.2171, 0.0270, 0.1967, 0.3854, 0.2123, -0.4082, 0.2387, 0.1630, -0.4294, 0.3731, -0.5495, -0.2680, 0.2364, 0.2043, -0.6589, 0.0236, 0.3685, 0.2192],
  "smiles": "CC[NH2+][C@@H]1C[C@H](N)[C@H](O[C@H]2OC(CN)=CC[C@@H]2N)[C@H](O)[C@H]1O[C@@H]1OC[C@@](C)(O)[C@H](NC)[C@@H]1O",
  "e_lumo_ev": -1.897,
  "homo_ev": -11.33,
  "total_charge": 1,
  "max_force_ev_per_a": 0.8,
  "homo_lumo_gap_ev": 9.431,
  "e_tot_ev": -44235.8839,
  "relative_energy_kcal_mol": 3.3
}